No. 1
Here is 2 unconnected molecules or ions with the total composition C13H26BFN2O4 in a non-equilibrium geometry from the Open Molecules 2025 dataset. Energies are from ωB97M-V/def2-TZVPD.

The calculated total energy is -1046.10150 hartree. Its total charge is 0. The multiplicity is 1.

The geometry in XYZ format:
```
47
Properties=species:S:1:pos:R:3:forces:R:3
O 1.472477 2.022540 4.366005 -0.28 0.18 -0.26
C 0.761096 1.723561 3.463414 0.31 -0.40 0.15
F 0.597253 2.556616 2.377160 0.13 0.01 -0.07
N 0.063415 0.579095 3.259289 -0.30 0.63 0.00
C -0.525007 -0.033766 4.477436 -0.31 0.11 0.52
O -1.575559 0.390996 4.871870 0.57 -0.19 -0.32
C 0.214328 -1.242613 5.005237 -0.21 -0.70 -0.11
C 1.626279 -1.433211 4.449474 -0.05 -0.59 -0.84
O 1.489491 -2.273575 3.312631 -0.07 0.25 0.11
B 0.064050 -2.655585 3.165155 0.00 -0.38 0.19
O -0.538576 -2.319381 4.487656 0.10 0.18 0.09
H -0.593094 0.648850 2.495362 -0.18 -0.13 0.13
H 0.180255 -1.319259 6.091324 -0.09 0.51 0.09
H 2.089405 -0.506090 4.113759 0.18 0.17 0.45
H 2.241667 -1.941644 5.195350 0.15 0.18 0.10
H -0.494131 -1.954936 2.292203 -0.11 0.14 -0.23
H -0.103835 -3.850895 2.939246 0.05 0.15 -0.14
C 0.980487 1.462990 -5.057420 0.03 -0.06 0.05
C 1.411557 0.376969 -4.075418 -0.05 0.09 -0.03
C 0.257333 -0.476196 -3.530547 0.17 -0.01 -0.06
C -0.975142 0.243324 -2.998411 -0.04 -0.18 -0.09
N -0.952627 0.773593 -1.568746 -0.17 0.18 0.09
C -1.844938 -0.077296 -0.690478 0.02 -0.14 0.10
C -0.997704 -1.287112 -0.361494 0.05 -0.07 -0.11
C 0.419966 -0.717180 -0.194556 0.08 0.05 -0.12
C 0.375376 0.668071 -0.853896 0.20 -0.05 0.19
C -1.430682 2.184258 -1.570309 0.04 -0.07 -0.04
H 0.366829 2.231158 -4.582242 0.00 0.01 -0.02
H 1.853428 1.966505 -5.469603 0.00 0.01 -0.02
H 0.413703 1.043413 -5.890744 -0.03 0.01 0.00
H 1.998598 0.830790 -3.275769 -0.01 0.00 0.02
H 2.098013 -0.303062 -4.582014 0.01 -0.03 0.02
H 0.626623 -1.199587 -2.803208 0.00 0.01 0.02
H -0.111887 -1.076922 -4.366220 -0.08 0.01 0.01
H -1.821347 -0.438754 -3.037154 0.01 -0.03 0.02
H -1.227241 1.081556 -3.643609 0.06 0.06 0.04
H -2.064845 0.516039 0.197928 0.02 -0.01 0.02
H -2.770804 -0.290148 -1.218628 -0.05 0.09 0.01
H -1.034428 -2.012494 -1.177672 -0.01 0.04 -0.02
H -1.333412 -1.791606 0.542340 0.03 0.02 0.09
H 1.160714 -1.368525 -0.652936 0.03 0.02 -0.02
H 0.710191 -0.611517 0.850607 -0.15 -0.20 0.09
H 1.182542 0.878138 -1.542651 -0.02 0.02 -0.07
H 0.369794 1.453092 -0.098738 -0.03 0.02 0.01
H -2.426413 2.215276 -2.005941 -0.01 0.03 -0.03
H -0.741940 2.786808 -2.157842 -0.01 0.03 -0.01
H -1.461258 2.547718 -0.547197 0.00 0.02 0.02
```
Forces are in eV/Å.

natural (NBO) atomic charge list, values in e, 5 entries: O -0.5673; C 0.9620; F -0.3809; N -0.7161; C 0.7319



No. 2
Here is C13H26BN3O4 in the gas phase in a non-equilibrium geometry from the Open Molecules 2025 dataset. Energies are from ωB97M-V/def2-TZVPD.

The calculated total energy is -1001.13091 hartree. Its total charge is 0. The multiplicity is 1. Its energy relative to the best compared isomer or geometry (same formula, charge and spin) is 0.0 kJ/mol. Its SMILES is N[C@@]1(C(=O)O)CN(C[C@@H]2CCCN2)C[C@@H]1CCCB(O)O.

The geometry in XYZ format:
```
47
Properties=species:S:1:pos:R:3:forces:R:3
N 0.983907 1.134455 0.891699 0.13 1.19 -0.21
C 0.411485 -0.164519 1.023572 -1.15 -0.55 0.19
C 1.295913 -1.025650 1.908852 -0.60 0.12 -0.85
O 2.454097 -0.760861 2.098842 0.10 -0.40 1.28
O 0.691322 -2.162932 2.325640 0.80 0.33 0.65
C -1.038521 -0.075563 1.607002 -0.80 -0.71 -0.09
N -1.968225 -0.242299 0.483307 -0.12 0.15 -1.37
C -2.998317 0.807786 0.064930 2.46 -1.34 1.03
C -2.478682 2.226440 0.117707 0.12 0.30 -1.02
C -3.576205 3.228631 -0.327389 -0.54 -0.01 1.06
C -2.967339 4.089070 -1.432512 -0.19 0.59 -0.02
C -1.474156 3.814447 -1.340219 0.50 -0.50 -0.71
N -1.306080 2.468116 -0.783758 -0.64 -0.96 -0.46
C -1.255395 -1.077908 -0.546467 -0.68 0.72 0.89
C 0.240222 -0.808873 -0.422478 0.69 0.34 0.42
C 1.196316 -1.997896 -0.650706 0.24 -0.08 -0.15
C 2.668008 -1.534118 -0.715616 0.53 0.79 -0.37
C 3.709811 -2.579802 -1.117295 -0.59 -0.95 0.71
B 3.858667 -3.650705 0.047564 0.21 0.58 0.43
O 4.293474 -4.933321 -0.275005 -0.54 0.66 1.50
O 3.573474 -3.357882 1.397561 0.19 -0.68 -0.52
H 1.126880 1.545084 1.815271 0.09 -0.06 -0.22
H 0.254493 1.700132 0.423193 0.66 -0.03 0.03
H 1.349100 -2.637247 2.875503 -0.35 0.03 -0.32
H -1.224280 -0.874793 2.362092 0.11 0.46 -0.43
H -1.181860 0.887111 2.107017 0.08 -0.14 -0.04
H -3.342723 0.554398 -0.922913 -0.10 -0.19 -0.50
H -3.824328 0.698522 0.748420 -0.51 0.16 0.22
H -2.157719 2.380322 1.134829 0.12 0.52 0.42
H -3.965192 3.808906 0.541370 0.37 -0.26 -0.63
H -4.424002 2.644312 -0.693920 -0.07 0.18 -0.07
H -3.408729 3.812955 -2.399523 0.38 0.00 0.11
H -3.135363 5.165924 -1.305831 -0.23 -0.24 0.03
H -0.980033 4.417187 -0.605069 0.07 1.08 0.18
H -0.952560 3.939387 -2.323278 -0.27 -0.23 0.91
H -1.368751 1.812383 -1.562956 0.00 -0.11 0.23
H -1.425203 -2.120579 -0.301021 -0.23 -0.42 -0.14
H -1.642790 -0.864626 -1.549330 0.03 -0.13 0.17
H 0.540874 -0.029600 -1.144347 -0.10 -0.08 0.44
H 1.082097 -2.730650 0.165383 -0.03 0.12 -0.41
H 0.938722 -2.533928 -1.573303 -0.05 0.17 0.01
H 2.808220 -0.678048 -1.387966 -0.57 -0.04 -0.10
H 2.954243 -1.122170 0.255008 0.02 -0.07 -0.61
H 4.679827 -2.124306 -1.359693 -0.25 -0.06 0.08
H 3.380678 -3.161280 -1.984078 0.11 0.22 -0.25
H 4.296677 -5.405044 0.581928 0.18 -0.11 -0.63
H 3.307944 -2.480967 1.747979 0.43 -0.38 -0.91
```
Forces are in eV/Å.

natural (NBO) atomic charge list, values in e, 5 entries: N -0.8344; C -0.0132; C 0.8258; O -0.6151; O -0.6820



No. 3
Here is 2 unconnected molecules or ions with the total composition C13H26BrFIN from the Open Molecules 2025 dataset. Energies are from ωB97M-V/def2-TZVPD.

The calculated total energy is -3537.14105 hartree. Its total charge is 0. The multiplicity is 1.

The geometry in XYZ format:
```
43
Properties=species:S:1:pos:R:3:forces:R:3
C 3.417423 1.806062 0.687345 -0.07 0.02 -0.16
C 4.266680 0.836408 -0.154840 0.06 0.04 0.23
C 4.102524 -0.649494 0.201439 0.06 -0.07 -0.15
C 3.081255 -1.386780 -0.666632 -0.02 0.23 0.19
C 1.647345 -0.887317 -0.477664 0.29 -0.13 0.24
C 1.111728 -1.184439 0.932724 0.05 -0.02 -0.06
C -0.388642 -1.497041 1.010793 0.14 -0.07 -0.17
C -1.296354 -0.691181 0.079385 -0.10 0.12 0.22
C -2.736732 -1.239884 0.130490 0.05 -0.09 0.16
C -3.763399 -0.400302 0.878963 -0.25 -0.22 -0.11
N -3.752351 1.052298 0.460796 -0.03 -0.27 -0.09
F -4.034122 1.838243 1.568124 -0.08 0.01 0.04
C -2.515644 1.511089 -0.249983 0.58 0.49 -0.25
C -2.735220 1.208071 -1.732284 -0.52 -0.04 0.56
C -1.250591 0.844809 0.262835 -0.27 -0.41 -0.12
I -0.791918 1.563728 2.243871 -0.02 0.01 0.05
H 3.039681 1.322553 1.589652 0.02 0.02 0.04
H 3.997843 2.674462 0.997659 0.00 0.02 0.01
H 2.557411 2.189440 0.134093 -0.04 -0.06 0.04
H 4.052016 0.980015 -1.217178 0.05 -0.01 0.00
H 5.316192 1.100430 -0.018743 0.02 0.01 -0.03
H 3.847659 -0.744640 1.261712 -0.02 -0.01 0.00
H 5.065512 -1.151770 0.085533 0.01 0.00 -0.03
H 3.123987 -2.455901 -0.441090 -0.03 -0.04 -0.09
H 3.365319 -1.251730 -1.713306 0.01 -0.11 -0.02
H 1.023140 -1.350563 -1.243712 -0.04 0.10 -0.02
H 1.665822 0.196402 -0.628713 -0.28 -0.05 -0.26
H 1.650433 -2.051859 1.325117 -0.06 -0.02 0.07
H 1.361599 -0.359723 1.600245 -0.01 0.02 0.00
H -0.747255 -1.405881 2.041174 0.04 0.01 0.01
H -0.522620 -2.547282 0.735255 -0.06 0.01 -0.06
H -0.946558 -0.859826 -0.940793 -0.08 0.06 -0.07
H -3.104939 -1.459478 -0.871362 0.09 0.06 -0.05
H -2.715763 -2.192044 0.663523 -0.11 -0.04 -0.03
H -3.655393 -0.410163 1.961026 0.30 0.21 -0.02
H -4.763708 -0.761086 0.647863 -0.06 0.01 0.10
H -4.541695 1.229668 -0.165105 0.05 0.09 0.01
H -2.460788 2.582045 -0.064694 -0.15 0.03 0.07
H -3.168097 2.048042 -2.269966 0.16 0.11 -0.02
H -3.427724 0.373330 -1.846178 0.09 -0.05 -0.22
H -1.830542 0.851526 -2.223745 -0.08 0.22 -0.11
H -0.465011 1.237225 -0.376090 0.18 0.14 0.24
Br -2.078503 -0.507461 -4.197538 0.10 -0.37 -0.13
```
Forces are in eV/Å.

natural (NBO) atomic charge list, values in e, 5 entries: C -0.6131; C -0.4125; C -0.3959; C -0.3812; C -0.4149



No. 4
Here is 5 unconnected molecules or ions with the total composition C13H26BrN4O3 in a non-equilibrium geometry from the Open Molecules 2025 dataset. Energies are from ωB97M-V/def2-TZVPD.

The calculated total energy is -3529.86306 hartree. Its total charge is -1. The multiplicity is 1.

The geometry in XYZ format:
```
47
Properties=species:S:1:pos:R:3:forces:R:3
Br -0.217180 -1.140935 -0.756975 0.19 0.20 0.24
C -1.273913 1.764403 2.157433 1.04 -0.28 -1.00
C -2.686458 1.290296 2.044433 0.19 -0.28 1.33
O -3.493258 1.728162 2.852772 -0.71 0.30 -0.09
N -3.008127 0.355269 1.136870 0.15 0.28 -0.07
C -4.380035 0.059511 0.858684 -0.27 -1.40 -0.46
H -1.289947 2.839423 1.978055 0.13 0.02 0.11
H -0.626844 1.286017 1.422215 -0.08 0.12 -0.34
H -0.766273 1.552257 3.098389 -0.62 0.08 0.29
H -2.333779 -0.042161 0.498591 0.40 0.08 0.15
H -4.990971 -0.086859 1.749431 0.09 0.76 0.05
H -4.394268 -0.931911 0.405931 0.05 0.00 -0.32
H -4.784642 0.738482 0.108087 -0.36 0.20 0.32
C 1.903428 -2.054559 2.990673 -0.43 0.77 -0.13
C 2.369378 -0.601371 2.780998 2.61 -1.17 1.43
O 3.322377 -0.153747 3.455071 -1.21 -0.28 -0.34
N 1.842317 0.096325 1.800420 -1.44 1.17 -1.18
C 2.163266 1.467279 1.471758 0.72 -0.46 -0.10
H 2.722189 -2.765472 3.101673 0.22 0.39 -0.25
H 1.239018 -2.359972 2.182359 -0.05 -0.12 0.06
H 1.370330 -2.084210 3.940959 -0.20 0.03 -0.03
H 1.127539 -0.209151 1.155532 -0.26 -1.20 0.26
H 1.946419 1.524520 0.405082 0.12 0.44 -0.03
H 3.227529 1.611577 1.657811 -0.08 0.33 0.00
H 1.561778 2.201408 2.007827 0.07 -0.01 0.15
C -4.029718 2.101054 -3.377239 0.09 -0.24 0.14
C -3.234086 0.954337 -2.700634 -1.20 1.31 -0.77
O -3.589090 -0.197130 -2.692682 -1.02 -1.21 -0.36
N -2.176062 1.335203 -2.022324 1.17 -0.17 1.84
C -1.479235 2.569830 -2.074829 0.34 0.07 -1.08
H -3.483837 2.617853 -4.166565 0.14 -0.28 -0.17
H -4.227020 2.883184 -2.644145 -0.15 -0.06 0.19
H -4.983869 1.738835 -3.759970 0.22 -0.13 0.01
H -1.733837 0.611534 -1.473823 0.29 -0.52 -0.22
H -0.745013 2.676143 -1.276263 -0.62 0.09 0.44
H -2.223547 3.360533 -2.169107 0.60 0.46 0.25
H -0.843565 2.507239 -2.958066 0.07 0.70 -0.40
N 3.231545 -2.371151 -1.219614 0.93 -0.15 -0.45
C 4.447327 -1.975129 -0.673243 -1.17 -0.65 -0.28
C 5.394316 -2.941343 -0.978956 -0.80 1.41 0.44
C 4.722961 -3.877955 -1.765289 -0.67 -1.55 -1.29
C 3.376642 -3.547745 -1.955118 1.55 1.43 1.66
H 2.406293 -1.788977 -1.207550 -0.31 -0.13 0.13
H 4.457282 -1.072460 -0.080372 0.23 -0.09 -0.01
H 6.425149 -2.912528 -0.658106 -0.09 -0.18 -0.14
H 5.201313 -4.741901 -2.202508 -0.09 -0.12 0.01
H 2.536178 -4.014005 -2.447673 0.25 0.05 0.03
```
Forces are in eV/Å.

natural (NBO) atomic charge list, values in e, 5 entries: Br -0.8955; C -0.7057; C 0.6634; O -0.6664; N -0.6170